[1]
{
  "formula": "C16H18N4O3S",
  "method": "ωB97M-V with the def2-TZVPD basis set",
  "relative_energy_ev": 1.886,
  "charge": 0,
  "smiles": "Cn1c(SCC(=O)N2CCCC2)nnc1-c1ccc2c(c1)OCO2",
  "orbital_gap_ev": 8.39,
  "homo_energy_ev": -7.89,
  "symbols": ["C", "N", "C", "S", "C", "C", "O", "N", "C", "C", "C", "C", "N", "N", "C", "C", "C", "C", "C", "C", "C", "O", "C", "O", "H", "H", "H", "H", "H", "H", "H", "H", "H", "H", "H", "H", "H", "H", "H", "H", "H", "H"],
  "xyz": [[0.539320, 1.156612, 0.034874], [-0.123020, 0.752559, 1.239067], [0.454993, 0.113916, 2.300007], [2.160291, -0.246664, 2.398257], [1.996227, -2.069721, 2.278543], [1.617752, -2.368533, 0.840994], [0.456751, -2.508842, 0.501439], [2.630615, -2.391269, -0.044333], [4.035390, -2.141411, 0.221491], [4.702106, -2.229556, -1.153701], [3.575230, -1.860137, -2.116725], [2.369224, -2.527366, -1.467775], [-0.437121, -0.207144, 3.193565], [-1.619540, 0.196021, 2.739615], [-1.451126, 0.776962, 1.573063], [-2.539455, 1.330739, 0.788969], [-3.793114, 0.737241, 0.921758], [-4.900870, 1.201186, 0.224351], [-4.710996, 2.280393, -0.606666], [-3.461266, 2.889862, -0.731900], [-2.359821, 2.441557, -0.048876], [-3.554299, 3.943289, -1.603601], [-4.902792, 3.981266, -2.019937], [-5.615245, 2.933821, -1.398170], [0.836145, 2.207086, 0.084277], [-0.123093, 1.000217, -0.815877], [1.438144, 0.549801, -0.085079], [2.945483, -2.498952, 2.586264], [1.193419, -2.361465, 2.953238], [4.444496, -2.881419, 0.915312], [4.163943, -1.145835, 0.662487], [5.561461, -1.567505, -1.232680], [5.030926, -3.251292, -1.345284], [3.752101, -2.215654, -3.128860], [3.440818, -0.777897, -2.142459], [1.412339, -2.061804, -1.709801], [2.311645, -3.588526, -1.735515], [-3.886504, -0.101703, 1.591405], [-5.868340, 0.740067, 0.326592], [-1.419699, 2.957553, -0.135858], [-4.954027, 3.863719, -3.114222], [-5.348494, 4.948833, -1.738251]],
  "forces_ev_per_a": [[0.2, 0.2, -0.5], [-0.5, -0.3, 0.7], [0.4, 0.1, -0.1], [0.0, -0.1, 0.3], [-0.2, 0.3, -0.2], [0.1, -0.1, 0.3], [-0.3, 0.0, 0.0], [0.1, -0.1, -0.4], [0.4, 0.1, 0.3], [-0.1, 0.1, 0.0], [0.0, -0.2, 0.1], [-0.3, 0.0, -0.3], [0.9, -0.3, 0.4], [-1.1, 0.3, -0.3], [0.4, -0.1, 0.2], [-0.4, 0.1, -0.2], [0.3, 0.0, 0.0], [-0.1, 0.3, -0.3], [0.6, 0.2, 0.1], [-0.5, -0.3, 0.1], [-0.2, 0.1, -0.1], [0.4, -0.2, 0.3], [-0.5, 0.9, -0.8], [-0.1, -0.4, 0.3], [0.0, -0.1, -0.1], [0.1, 0.0, 0.0], [-0.1, 0.0, 0.0], [0.0, 0.0, 0.0], [0.1, -0.1, -0.1], [0.0, 0.1, 0.0], [0.1, -0.1, 0.0], [0.1, 0.0, 0.0], [0.0, 0.0, 0.0], [0.0, 0.0, -0.1], [0.0, 0.0, 0.0], [0.1, -0.1, 0.0], [-0.1, 0.1, -0.1], [0.0, -0.1, 0.1], [-0.1, -0.1, 0.0], [0.2, 0.1, 0.0], [0.0, 0.0, 0.3], [0.1, -0.2, 0.0]],
  "lowdin_charge": [-0.032, -0.037, -0.651, 0.975, -0.326, -0.553, 0.058, -0.063, -0.164, -0.160, -0.162, -0.140, 0.034, 0.076, -0.257, -0.149, -0.017, 0.022, -0.201, -0.194, 0.057, 0.035, -0.158, 0.038, 0.097, 0.102, 0.063, 0.072, 0.087, 0.121, 0.099, 0.110, 0.113, 0.111, 0.111, 0.121, 0.131, 0.113, 0.120, 0.116, 0.140, 0.140]
}

[2]
{
  "formula": "C16H18N4O3S2",
  "method": "ωB97M-V with the def2-TZVPD basis set",
  "relative_energy_ev": 0.048,
  "charge": 0,
  "smiles": "CCOc1ccc(NC(=O)CSC2=NN3CCCC(=O)N=C3S2)cc1",
  "orbital_gap_ev": 8.39,
  "homo_energy_ev": -8.08,
  "symbols": ["C", "C", "O", "C", "C", "C", "C", "N", "C", "O", "C", "S", "C", "N", "N", "C", "C", "C", "C", "O", "N", "C", "S", "C", "C", "H", "H", "H", "H", "H", "H", "H", "H", "H", "H", "H", "H", "H", "H", "H", "H", "H", "H"],
  "xyz": [[5.482475, 3.121457, 0.782092], [4.303622, 2.945220, 1.735054], [3.823753, 1.615848, 1.767729], [3.063564, 1.140827, 0.746821], [2.590630, 1.882546, -0.331651], [1.805154, 1.278092, -1.296249], [1.478544, -0.069589, -1.213499], [0.674037, -0.613519, -2.226878], [0.157778, -1.858662, -2.318311], [0.399109, -2.792301, -1.589921], [-0.774824, -2.039583, -3.520812], [-1.884497, -0.627723, -3.824543], [-2.516931, -0.450193, -2.220794], [-2.166747, -1.209141, -1.255183], [-2.760460, -0.875589, -0.103404], [-2.328380, -1.477743, 1.138998], [-3.465402, -2.192704, 1.870668], [-4.740457, -1.333702, 1.970814], [-4.394155, 0.154220, 2.074386], [-4.387169, 0.762150, 3.113667], [-4.167375, 0.752440, 0.861418], [-3.586718, 0.209853, -0.127279], [-3.661039, 0.826245, -1.780424], [1.947564, -0.815202, -0.135177], [2.726523, -0.212725, 0.827516], [5.191821, 2.903715, -0.242789], [6.285088, 2.443661, 1.061516], [5.847740, 4.143259, 0.836620], [3.494317, 3.644438, 1.491272], [4.625950, 3.139870, 2.761716], [2.817112, 2.931634, -0.435637], [1.442898, 1.868533, -2.126755], [0.384528, 0.053611, -2.932083], [-0.192507, -2.152561, -4.436400], [-1.376510, -2.933374, -3.361041], [-1.526452, -2.171636, 0.881136], [-1.923581, -0.683342, 1.778891], [-3.104905, -2.431363, 2.871795], [-3.704599, -3.130873, 1.365476], [-5.314061, -1.625784, 2.850244], [-5.360552, -1.480981, 1.083982], [1.700805, -1.860644, -0.061183], [3.094310, -0.778685, 1.668205]],
  "forces_ev_per_a": [[-0.3, -0.2, 0.2], [0.2, 0.3, -0.1], [0.0, -0.2, 0.1], [-0.2, -0.3, -0.1], [0.2, 0.1, 0.3], [-0.1, -0.3, 0.0], [0.1, 0.1, 0.2], [0.2, 0.4, -0.3], [-0.1, 0.0, -0.4], [0.2, -0.2, 0.1], [-0.4, 0.1, 0.1], [0.2, -0.1, -0.5], [-0.4, 0.2, 0.4], [0.3, -0.3, -0.8], [-0.6, 0.4, 0.1], [0.1, -0.4, 0.4], [0.1, 0.1, -0.1], [0.0, 0.1, 0.2], [-0.3, -0.8, 0.1], [0.0, 0.1, 0.3], [-0.2, 1.0, -0.6], [0.2, 0.0, 0.3], [0.3, -0.4, 0.0], [0.0, -0.1, 0.0], [0.1, 0.4, 0.0], [0.0, 0.0, -0.1], [0.1, 0.0, 0.0], [0.1, 0.1, 0.0], [0.0, -0.1, 0.1], [-0.1, 0.0, -0.1], [0.1, 0.1, 0.0], [0.0, 0.1, -0.1], [-0.1, -0.2, 0.1], [0.0, 0.0, 0.0], [0.2, 0.0, 0.1], [0.0, 0.1, 0.0], [0.0, 0.0, -0.1], [0.0, 0.0, 0.0], [0.1, 0.0, 0.0], [0.0, 0.0, -0.1], [0.0, 0.0, 0.0], [0.0, 0.0, 0.0], [0.0, -0.1, 0.1]],
  "lowdin_charge": [-0.064, -0.248, -0.052, -0.274, -0.021, -0.020, -0.223, 0.106, -0.568, 0.062, -0.348, 0.925, -0.927, 0.036, -0.114, -0.111, -0.151, -0.100, -0.516, 0.084, 0.128, -0.595, 1.067, -0.004, 0.009, 0.066, 0.079, 0.076, 0.116, 0.123, 0.105, 0.114, 0.106, 0.090, 0.090, 0.130, 0.140, 0.117, 0.113, 0.116, 0.116, 0.101, 0.120]
}

[3]
{
  "formula": "C16H18N4OS",
  "method": "ωB97M-V with the def2-TZVPD basis set",
  "relative_energy_ev": 13.765,
  "charge": 0,
  "smiles": "O=C(CSc1ccc(-c2ccncc2)nn1)N1CCCCC1",
  "orbital_gap_ev": 7.81,
  "homo_energy_ev": -8.32,
  "symbols": ["O", "C", "C", "S", "C", "C", "C", "C", "C", "C", "C", "N", "C", "C", "N", "N", "N", "C", "C", "C", "C", "C", "H", "H", "H", "H", "H", "H", "H", "H", "H", "H", "H", "H", "H", "H", "H", "H", "H", "H"],
  "xyz": [[0.955075, -4.080834, 0.303247], [0.721718, -3.132852, 0.888161], [0.773713, -1.880621, -0.031669], [-0.753517, -0.884167, -0.082134], [-0.494542, 0.406627, -1.029952], [-1.578406, 1.153502, -1.453835], [-1.506226, 2.445486, -2.053411], [-0.001458, 2.492312, -2.429527], [0.511461, 3.623036, -3.345431], [-0.344016, 4.882850, -3.438301], [0.303972, 5.888799, -4.124929], [1.276808, 5.887072, -4.798371], [2.018467, 4.745231, -4.734086], [1.828045, 3.497235, -4.027831], [0.906720, 1.533405, -2.293397], [0.790069, 0.779523, -1.311770], [0.643757, -3.103065, 2.169921], [0.271134, -1.782816, 2.933872], [-1.129884, -1.716301, 3.509098], [-1.237898, -2.884582, 4.417263], [-0.944324, -4.357830, 3.376627], [0.487529, -4.160249, 2.802882], [1.134632, -1.901955, -1.002612], [1.363703, -0.974383, 0.303669], [-2.641433, 1.162932, -1.058103], [-2.114314, 3.068381, -2.409840], [-0.992111, 5.129402, -2.866809], [-0.209350, 6.868731, -4.248372], [3.165027, 4.763140, -5.159918], [2.120507, 2.592995, -4.035074], [0.193705, -0.850953, 2.298088], [1.053424, -1.606219, 3.776650], [-1.235064, -0.809105, 4.125380], [-1.908537, -1.767609, 2.774562], [-2.189116, -3.213013, 4.673516], [-0.685106, -3.070830, 5.102169], [-0.911484, -5.225796, 3.907761], [-1.802939, -4.398402, 2.673268], [0.735202, -4.992213, 2.291593], [1.425057, -4.126862, 3.607644]],
  "forces_ev_per_a": [[1.2, -7.9, -4.4], [0.3, 7.0, -2.3], [-0.3, 4.4, 2.9], [-2.4, -3.6, 2.4], [2.3, 2.8, -0.9], [-4.8, 4.6, 0.1], [12.3, -8.6, 2.6], [-2.6, 2.5, -3.5], [-1.7, 1.3, 0.4], [12.1, -6.4, -5.9], [-10.3, 2.8, 3.9], [10.6, -2.7, -5.0], [5.2, -2.5, -0.6], [-8.1, 10.3, 0.3], [0.7, 5.0, -1.1], [-2.0, -5.4, 1.9], [-1.1, 13.0, -1.2], [1.1, 1.3, -0.7], [0.9, -0.9, 1.9], [-6.3, -3.0, -10.4], [0.6, 4.9, 0.5], [-0.3, -6.7, 9.2], [0.5, -1.6, -1.9], [0.4, -1.6, 0.6], [1.2, -2.0, -0.3], [-5.2, 4.8, -2.2], [-8.5, 2.3, 7.0], [-0.4, -0.5, 0.8], [-3.1, 0.5, 0.3], [3.6, -5.9, -0.3], [1.4, -1.4, 0.0], [-1.2, -0.5, -1.5], [0.1, 0.1, -0.6], [-0.3, 0.2, -0.6], [-2.1, 0.3, 0.9], [7.3, -1.2, 8.5], [-0.3, -2.3, 2.0], [1.0, 0.2, -0.1], [0.8, -2.6, -2.1], [-2.7, -0.7, -0.6]],
  "lowdin_charge": [0.149, -0.584, -0.283, 1.022, -0.678, -0.103, 0.112, -0.165, -0.046, 0.047, -0.296, 0.052, -0.102, 0.038, 0.028, 0.022, -0.076, -0.090, -0.213, -0.091, -0.006, -0.289, 0.057, 0.081, 0.130, 0.023, -0.012, 0.127, 0.143, 0.013, 0.085, 0.158, 0.127, 0.101, 0.076, -0.012, 0.051, 0.116, 0.087, 0.199]
}